Record 1
Here is C20H18MoN5S4 as an isolated structure from the Open Molecules 2025 dataset. Energies are from ωB97M-V with the def2-TZVPD basis set.

Structure (XYZ):
```
48
Properties=species:S:1:pos:R:3:forces:R:3:nbo_charge:R:1
Mo -1.3434 1.4814 -0.3794 -0.6 0.5 1.5 0.65
S -4.2312 3.8453 -0.5395 0.3 -0.3 0.6 0.27
S -2.9077 2.7391 -1.5340 -0.3 0.3 -0.5 0.06
S -2.3804 2.2134 1.6015 0.2 -0.3 -0.6 0.16
S -3.8869 3.4780 1.4856 0.1 0.0 -0.7 0.29
N 1.3782 2.3392 0.8359 0.0 0.1 0.3 -0.15
N -0.2237 0.1786 0.3444 0.2 -0.4 0.5 -0.32
N -0.7522 -0.6482 -2.3639 0.0 -0.2 0.0 -0.18
N 0.4206 2.5820 -0.1058 -0.2 0.2 -0.4 -0.30
N -0.6893 0.7054 -2.2647 -0.1 0.3 -0.4 -0.32
C 1.9424 3.5121 1.2126 0.0 0.3 -0.2 0.06
C 3.4235 -0.4415 2.2241 -0.3 0.1 -0.2 0.15
C 1.4111 -1.3717 1.2647 -0.1 0.0 -0.1 -0.17
C 0.4155 3.9070 -0.3158 0.3 0.0 0.0 0.04
C -0.0550 0.0765 -4.3205 0.0 -0.1 0.0 -0.27
C 0.9678 -0.0793 0.9213 0.5 0.3 0.1 0.13
C -1.2484 -0.7509 0.0143 -0.2 -0.3 -0.3 -0.04
C -1.9860 -2.5366 -1.4805 0.0 0.0 -0.1 -0.26
C -0.3826 -1.0494 -3.6062 0.2 0.2 -0.2 0.05
C -1.9605 -1.3908 1.0744 0.0 0.0 0.0 -0.10
C 4.7248 -0.6163 2.9147 0.3 0.0 0.0 -0.67
C 1.3523 4.5302 0.5008 0.0 -0.1 0.0 -0.27
C 2.6082 -1.5441 1.9015 0.1 0.0 0.1 -0.18
C -2.6258 -3.1809 -0.4098 0.1 0.3 0.0 0.22
C -2.6367 -2.5527 0.8594 -0.1 0.0 0.1 -0.23
C -1.3081 -1.3576 -1.2935 0.0 0.2 0.2 0.25
C -3.3243 -4.4697 -0.5969 -0.2 -0.2 0.0 -0.68
C 2.9983 0.8410 1.8504 0.1 0.1 0.0 -0.22
C -0.2721 1.1485 -3.4484 0.1 0.0 0.0 0.07
C 1.7971 1.0418 1.2077 -0.1 -0.3 -0.1 0.18
H 1.5797 5.5813 0.5576 0.0 0.0 0.0 0.29
H -3.0642 -4.9642 -1.5293 0.0 0.0 0.0 0.26
H 5.5473 -0.4345 2.2143 0.0 0.0 0.0 0.27
H -3.1291 -5.1390 0.2431 0.1 0.0 0.0 0.27
H -1.9097 -0.9522 2.0644 0.0 0.0 0.0 0.25
H -3.1743 -3.0226 1.6735 0.0 0.0 0.0 0.27
H 0.7909 -2.2243 1.0146 0.0 0.0 0.0 0.24
H 4.8455 -1.6195 3.3150 0.0 0.0 0.0 0.26
H -0.3467 -2.0879 -3.8933 0.0 0.0 0.1 0.27
H 3.6537 1.6746 2.0630 0.0 0.0 0.0 0.25
H -4.4089 -4.3080 -0.5909 0.0 0.1 0.0 0.29
H 0.2952 0.1165 -5.3381 0.0 0.0 0.0 0.29
H 4.8481 0.1146 3.7154 0.0 0.0 0.0 0.26
H 2.7401 3.5759 1.9325 0.0 -0.1 0.0 0.27
H 2.9416 -2.5400 2.1619 0.0 0.0 0.0 0.26
H -0.1336 2.2033 -3.6277 0.0 0.0 0.0 0.25
H -2.0672 -2.9531 -2.4769 0.0 0.0 0.0 0.26
H -0.2337 4.3491 -1.0535 -0.1 0.0 0.0 0.25
```
Forces are in eV/Å.

Summary:
HOMO energy (spin up / spin down)   -17.2 / -17.2 eV
Net charge   +3
Calculated total energy   -2706.6696 a.u.
Energy relative to the best compared isomer or geometry (same formula, charge and spin)   27.83 kJ/mol
LUMO (spin up / spin down)   -11.62 / -11.62 eV
2S+1   1
HOMO-LUMO gap (spin up / spin down)   5.613 / 5.610 eV

Record 2
Here is C20H18N3O3PtS as an isolated structure from the Open Molecules 2025 dataset. Energies are from ωB97M-V with the def2-TZVPD basis set.

Structure (XYZ):
```
46
Properties=species:S:1:pos:R:3:forces:R:3:nbo_charge:R:1
Pt -0.0380 -0.1401 0.1926 -0.1 0.0 -0.1 0.87
S 2.0785 1.9848 1.4984 0.0 0.0 0.0 1.22
O -4.9746 -3.3971 -3.1099 0.0 0.0 0.0 -0.70
O -6.1428 -2.6905 -1.2844 0.0 0.0 0.0 -0.70
O 1.8036 0.7098 0.6773 0.1 -0.1 0.0 -0.99
N 0.7262 -0.9289 -1.5235 0.0 0.0 0.1 -0.45
N -1.6291 -1.0118 -0.4674 0.0 0.0 0.0 -0.43
N -1.3410 0.3279 1.7159 0.1 0.0 0.0 -0.46
C -2.6770 -2.2603 -2.1612 0.0 0.0 0.0 -0.20
C -2.7614 -0.9233 0.2438 0.0 0.0 0.0 0.22
C -1.5521 -1.6554 -1.6442 -0.1 0.0 0.0 0.22
C -3.3547 0.7460 3.5662 0.0 0.0 0.0 -0.11
C 1.9835 -0.8528 -1.9628 0.0 0.0 0.0 0.08
C 2.3789 -1.4491 -3.1438 0.0 0.0 0.0 -0.24
C -3.6086 0.0346 2.4060 0.0 0.0 0.0 -0.19
C 2.8060 3.1361 0.2932 0.0 0.0 0.0 -0.59
C -0.2021 -1.6154 -2.2370 0.1 0.0 0.0 0.17
C 0.1346 -2.2297 -3.4282 0.0 0.0 0.0 -0.20
C 1.4389 -2.1438 -3.8877 0.0 0.0 0.0 -0.11
C -5.1619 -2.8402 -2.0220 0.0 -0.1 0.0 0.73
C -2.5879 -0.1665 1.4957 0.0 0.0 0.1 0.17
C 4.3290 3.1254 0.4799 0.0 0.0 0.0 -0.42
C 3.6677 1.6336 2.2678 0.0 0.0 0.0 -0.58
C -1.1032 1.0064 2.8414 0.0 0.0 0.0 0.08
C -3.9135 -1.5113 -0.2331 0.0 0.0 0.0 -0.20
C -3.8683 -2.1840 -1.4483 0.0 0.0 0.0 0.01
C -2.0792 1.2368 3.7898 0.0 0.0 0.0 -0.24
C 4.6994 1.8110 1.1626 0.0 0.0 0.0 -0.41
H 3.6003 0.6411 2.7102 0.0 0.0 0.0 0.27
H 2.4824 2.7365 -0.6681 0.0 0.0 0.0 0.26
H -0.6183 -2.7698 -3.9837 0.0 0.0 0.0 0.26
H 3.7900 2.3744 3.0623 0.0 0.0 0.0 0.25
H 2.3477 4.1135 0.4333 0.0 0.0 0.0 0.26
H -2.7089 -2.7979 -3.1014 0.0 0.0 0.0 0.28
H -0.0975 1.3753 2.9761 0.0 0.0 0.0 0.21
H 2.6662 -0.3014 -1.3322 0.0 0.0 0.0 0.23
H 1.7170 -2.6200 -4.8179 0.0 0.0 0.0 0.25
H -4.8723 -1.4881 0.2710 0.0 0.0 0.0 0.28
H 3.4064 -1.3685 -3.4667 0.0 0.0 0.0 0.25
H -4.1442 0.9109 4.2865 0.0 0.0 0.0 0.25
H 4.6422 0.9736 0.4651 0.0 0.0 0.0 0.22
H 4.6262 3.9648 1.1095 0.0 0.0 0.0 0.22
H 4.8281 3.2466 -0.4799 0.0 0.0 0.0 0.25
H -4.5902 -0.3678 2.2023 0.0 0.0 0.0 0.26
H 5.7075 1.8326 1.5734 0.0 0.0 0.0 0.25
H -1.8338 1.7919 4.6832 0.0 0.0 0.0 0.25
```
Forces are in eV/Å.

Summary:
HOMO energy   -10.2 eV
Net charge   +1
Calculated total energy   -1680.2355 a.u.
Energy relative to the best compared isomer or geometry (same formula, charge and spin)   0.00 kJ/mol
LUMO   -4.17 eV
2S+1   1
HOMO-LUMO gap   6.068 eV

Record 3
Here is an isolated molecule of C20H18N4O3S2 from the Open Molecules 2025 dataset. Energies are from ωB97M-V with the def2-TZVPD basis set.

Structure (XYZ):
```
47
Properties=species:S:1:pos:R:3:forces:R:3:nbo_charge:R:1
S -3.1096 2.0441 0.1489 -0.6 -0.5 0.2 0.46
S 1.5333 -1.1198 0.4678 -0.1 0.0 0.0 0.35
O -0.6187 2.1367 -0.2743 0.2 0.0 -0.1 -0.65
O -7.6606 0.3786 -0.0140 -0.1 0.1 0.0 -0.61
O -6.8176 -1.6328 -0.5394 0.2 -0.3 0.0 -0.50
N 2.0102 2.5768 -0.8037 0.1 0.2 0.0 -0.78
N -3.4928 -0.3887 0.9200 0.5 -0.6 0.1 -0.48
N 4.1665 -1.5891 0.4076 -0.4 -0.4 0.1 -0.44
N -1.2542 0.0872 0.4334 0.5 -0.2 0.0 -0.60
C 3.3837 0.6116 -0.2385 0.6 -0.3 0.0 -0.16
C 8.0937 -0.4053 -0.2763 -0.2 0.4 -0.1 -0.02
C 5.4252 -1.1805 0.1773 0.1 0.6 -0.2 0.24
C 7.0822 0.4908 -0.4921 0.3 -0.2 0.0 -0.18
C 1.0570 0.5169 -0.0047 0.8 -0.1 0.0 -0.39
C -5.9156 -0.5730 1.3522 -0.1 0.0 -0.2 -0.53
C 2.1326 1.3117 -0.3567 -0.9 -0.2 0.1 0.25
C -0.3027 0.9855 0.0274 0.1 -0.2 0.1 0.65
C 4.6716 1.0354 -0.4811 -0.4 -0.1 0.1 -0.10
C 3.2078 -0.7325 0.2088 0.1 0.3 -0.1 0.10
C 6.4834 -2.0893 0.3917 0.3 0.0 0.0 -0.20
C -6.9124 -0.5358 0.2111 0.1 0.0 0.4 0.81
C -2.5729 0.4300 0.5347 -0.6 1.0 -0.2 0.22
C 7.7736 -1.7077 0.1709 -0.3 -0.2 0.1 -0.19
C -4.7051 1.5245 0.5579 0.3 -0.2 0.0 -0.47
C -4.7103 0.2204 0.9419 -0.2 0.6 -0.1 0.14
C -9.0551 -2.2065 -1.3233 0.4 0.1 0.1 -0.63
C 5.7327 0.1393 -0.2747 -0.2 -0.3 0.1 -0.13
C -7.6626 -1.7136 -1.6893 -0.4 0.1 -0.3 -0.08
C 9.5289 -0.0450 -0.5004 0.0 0.0 0.0 -0.63
H 10.0983 -0.1762 0.4190 0.1 0.0 0.0 0.22
H 1.0805 2.9754 -0.7458 0.1 0.1 0.0 0.44
H -7.7223 -0.7240 -2.1541 0.1 -0.2 0.0 0.20
H -6.3761 -0.1267 2.2348 0.0 -0.1 -0.1 0.24
H -8.9936 -3.1686 -0.8205 0.0 -0.1 0.0 0.21
H 9.6280 0.9863 -0.8283 0.1 0.1 0.0 0.22
H 9.9668 -0.6957 -1.2565 0.1 0.0 0.0 0.22
H -9.5387 -1.4914 -0.6625 -0.1 0.0 0.0 0.22
H 4.8782 2.0397 -0.8268 0.0 0.1 0.0 0.21
H 2.8150 3.1754 -0.8430 0.0 0.0 0.0 0.39
H -5.5425 2.1873 0.4893 -0.2 0.2 0.0 0.25
H 8.5804 -2.4069 0.3380 0.1 -0.1 0.0 0.21
H 6.2335 -3.0813 0.7329 0.0 -0.1 0.0 0.23
H 7.3027 1.4926 -0.8348 0.1 0.1 0.0 0.21
H -9.6524 -2.3131 -2.2243 -0.1 0.0 -0.1 0.22
H -5.6093 -1.5977 1.5519 0.0 0.1 0.1 0.25
H -1.0032 -0.8595 0.6824 -0.1 0.1 0.0 0.42
H -7.1601 -2.4123 -2.3611 0.0 0.1 0.1 0.19
```
Forces are in eV/Å.

Summary:
HOMO energy   -7.8 eV
Calculated total energy   -2014.1445 a.u.
Energy relative to the best compared isomer or geometry (same formula, charge and spin)   0.00 kJ/mol
LUMO   -0.63 eV
2S+1   1
HOMO-LUMO gap   7.179 eV
SMILES   CCOC(=O)Cc1csc(NC(=O)c2sc3nc4ccc(C)cc4cc3c2N)n1

Record 4
Here is C20H18N4O3STl as an isolated structure from the Open Molecules 2025 dataset. Energies are from ωB97M-V with the def2-TZVPD basis set.

Structure (XYZ):
```
47
Properties=species:S:1:pos:R:3:forces:R:3:nbo_charge:R:1
Tl 0.0614 1.4788 -0.6938 0.3 0.1 0.1 0.71
S -4.3563 -1.8002 -6.3424 0.1 0.1 0.2 -0.16
O 2.0157 0.4033 -1.7559 -0.1 0.0 -0.1 -0.81
O -1.6803 3.4422 1.7723 -0.2 -0.2 0.1 -0.97
O -1.5462 0.4356 1.0677 0.1 0.1 0.2 -0.84
N 0.3210 -0.5793 2.0328 -0.1 0.0 0.3 -0.47
N -5.5756 -0.0057 -4.8873 0.0 0.2 0.0 -0.76
N 1.1014 -0.0945 0.9886 -0.4 0.1 -0.1 -0.36
N -1.5043 -0.2347 -2.0484 0.0 -0.2 -0.2 -0.42
C 5.6108 0.0753 -1.5849 -0.1 -0.1 0.1 -0.21
C -1.1763 -0.6714 -3.2628 0.1 0.1 0.0 0.05
C -3.7917 -0.2217 -2.7080 -0.2 -0.1 -0.1 -0.24
C -1.2587 -1.1807 4.3076 0.0 0.0 -0.1 -0.21
C -2.0362 -1.8122 5.2664 -0.1 0.0 0.0 -0.23
C -3.3592 -2.1459 4.9878 0.1 0.0 0.1 -0.23
C -2.7894 -0.0418 -1.7705 -0.1 0.1 0.2 0.05
C 3.1735 0.1786 -1.2566 0.0 0.0 0.1 0.41
C -3.9010 -1.8171 3.7542 0.0 0.0 0.0 -0.23
C -1.7910 -0.8708 3.0535 0.1 -0.1 0.1 0.00
C -3.4522 -0.6354 -3.9947 0.1 0.1 0.1 -0.11
C -3.1227 -1.1733 2.7994 -0.1 0.0 -0.1 -0.22
C -4.4850 -0.7714 -5.0563 0.0 -0.3 -0.2 0.12
C -2.1125 -0.8897 -4.2610 -0.1 0.0 -0.1 -0.21
C 4.3412 0.2630 -2.0780 0.0 0.0 0.0 -0.27
C 3.3971 -0.1838 0.1173 0.1 0.1 -0.1 -0.24
C 2.3333 -0.4250 1.0783 0.1 -0.1 0.0 0.12
C 4.7078 -0.3967 0.5728 -0.1 0.0 0.0 -0.15
C -0.9493 -0.2657 1.9608 0.2 0.1 -0.4 0.54
C 5.8147 -0.2536 -0.2374 0.0 0.0 0.0 -0.33
H -3.0028 0.2827 -0.7540 0.0 0.0 -0.1 0.24
H 4.8464 -0.6816 1.6124 0.0 0.0 0.0 0.19
H -4.9342 -2.0625 3.5361 0.0 0.0 0.0 0.20
H -3.5444 -0.9005 1.8382 0.1 0.0 0.0 0.22
H -1.8208 -1.2392 -5.2411 0.0 0.0 0.0 0.24
H -1.6128 -2.0526 6.2352 0.0 0.0 0.0 0.20
H -1.6915 2.4692 1.6843 0.0 0.2 -0.1 0.50
H 6.4639 0.1738 -2.2490 0.0 0.0 0.0 0.19
H -0.2259 -0.9249 4.5018 0.0 -0.1 0.0 0.23
H 2.6204 -0.9776 1.9770 0.0 0.0 0.0 0.16
H 4.1829 0.5064 -3.1236 0.0 0.0 0.1 0.19
H -4.8279 -0.0766 -2.4235 0.1 0.0 0.0 0.21
H 6.8117 -0.4035 0.1592 0.0 0.0 0.0 0.19
H -0.8382 3.7133 1.3990 0.1 -0.1 -0.1 0.46
H -5.5654 0.7687 -4.2436 0.0 0.0 0.0 0.40
H -6.2565 -0.0090 -5.6264 -0.1 0.0 0.0 0.41
H -3.9638 -2.6500 5.7341 0.0 0.0 0.0 0.20
H -0.1141 -0.8256 -3.4367 -0.1 0.0 0.0 0.23
```
Forces are in eV/Å.

Summary:
HOMO energy   -3.9 eV
Net charge   -1
Calculated total energy   -1788.4516 a.u.
Energy relative to the best compared isomer or geometry (same formula, charge and spin)   15.06 kJ/mol
LUMO   1.40 eV
2S+1   1
HOMO-LUMO gap   5.346 eV